# 1
# CH5NS

2 unconnected molecules or ions with the total composition CH5NS (ωB97M-V with the def2-TZVPD basis set, the OMol25 dataset).

Kohn-Sham gap (spin up / spin down): 6.8265 / 6.8296 eV
HOMO energy (spin up / spin down): -9.2 / -9.2 eV

Each line ends with the Mulliken charge.
Positions of all 8 atoms, in Å:
C  -0.41723  -1.01291  0.82920  -0.70
N  0.91542  1.17249  -1.60963  -0.51
S  -1.08659  0.61991  0.27615  -0.09
H  0.39978  -0.97937  1.55668  0.28
H  -0.19858  -1.46749  -0.08948  0.26
H  -1.31916  -1.40898  1.43764  0.26
H  0.27352  1.89666  -1.75795  0.23
H  1.43284  1.17968  -0.64261  0.26

Force components x, y, z for each atom (eV/Å):
-2.116 1.442 2.094
0.207 -3.465 3.905
2.275 -0.128 -1.275
0.058 0.296 -0.504
0.212 -1.395 -0.767
1.327 0.063 -1.373
-0.695 2.156 0.269
-1.268 1.031 -2.349



# 2
# H30O15

14 unconnected molecules or ions with the total composition H30O15 (ωB97M-V with the def2-TZVPD basis set, the OMol25 dataset).

Kohn-Sham gap: 7.2720 eV
HOMO energy: -8.4 eV

Each line ends with the Mulliken charge.
Positions of all 45 atoms, in Å:
H  -1.04735  0.99317  -0.40232  0.07
H  -0.86211  -0.27208  0.44009  0.33
H  -3.10167  -0.21389  -1.44369  0.26
H  -2.16662  -1.38952  -1.17136  0.29
H  1.25785  -4.40040  2.47391  0.30
H  0.00566  -4.48808  1.67018  0.30
H  2.01562  -2.87431  -1.63497  0.29
H  1.05273  -3.67377  -0.66384  0.27
H  2.87382  -1.94792  4.06437  0.30
H  2.07978  -1.11408  3.17579  0.23
H  -0.37168  -0.85392  3.80597  0.33
H  0.07680  0.49971  3.31556  0.24
H  0.67002  1.13259  -1.84572  0.09
H  1.70081  2.17258  -1.62036  0.18
H  -0.14207  -1.93769  -0.75651  0.32
H  0.39675  -1.67424  0.55833  0.25
H  2.19836  2.77669  2.12771  0.28
H  2.46523  2.65286  3.60319  0.31
H  0.95097  3.54958  -0.12170  0.25
H  1.06336  2.04774  0.47882  0.37
H  -5.09465  0.10911  -1.58631  0.28
H  -4.33433  -0.97609  -2.15759  0.45
H  -1.24314  1.60665  3.31749  0.31
H  -2.37757  1.67276  2.14779  0.30
H  -1.28155  1.70852  -2.43104  0.27
H  -2.38175  2.77546  -2.50277  0.31
H  3.37403  0.06969  -2.22245  0.27
H  3.13205  -0.42467  -0.84450  0.25
H  -0.14156  0.77513  -5.66162  0.32
H  -0.68140  0.69093  -4.31075  0.28
O  -0.68021  0.62607  0.43122  -0.25
O  -2.55999  -0.91818  -1.92447  -0.68
O  0.84501  -4.96399  1.84748  -0.60
O  1.68800  -2.98712  -0.70916  -0.54
O  2.66441  -1.00032  3.87942  -0.53
O  0.16078  -0.06078  3.99131  -0.58
O  1.67093  1.23361  -1.75350  -0.30
O  0.31163  -1.27997  -0.24084  -0.68
O  1.87607  3.03380  2.92455  -0.58
O  0.85475  2.94901  0.68691  -0.62
O  -5.12700  -0.45908  -2.31464  -0.61
O  -2.18397  1.85231  3.05709  -0.62
O  -1.70147  2.33123  -3.03396  -0.61
O  2.97542  0.32152  -1.40011  -0.50
O  -0.88076  0.32940  -5.24304  -0.60

Force components x, y, z for each atom (eV/Å):
0.397 -0.438 1.023
-0.347 -2.193 -0.467
1.393 -1.052 -1.060
-0.092 0.010 -0.369
0.891 0.653 0.978
0.589 -0.696 0.148
-0.633 -0.507 1.167
-0.470 -1.480 -0.366
0.201 1.195 0.169
-1.730 0.376 -1.786
0.115 0.749 0.104
-0.374 3.321 -4.404
0.602 0.300 -0.214
0.142 1.714 -0.015
0.297 -0.392 -0.620
1.085 -1.967 3.858
1.359 -0.966 -3.702
-0.379 0.289 -0.450
-0.101 -1.692 1.659
-0.039 -0.742 -0.803
-0.670 1.690 1.719
-0.108 -0.774 -0.763
-2.166 0.670 -1.058
0.704 -0.274 -0.736
-0.081 0.076 -0.005
0.260 -0.132 -0.274
0.635 -0.237 -0.824
0.841 -1.415 1.219
0.112 -0.056 -0.818
-1.116 -0.997 -1.912
-1.210 4.970 0.314
-0.398 1.234 1.762
-1.575 0.025 -1.125
2.668 -0.121 -1.306
2.069 -1.687 1.721
0.090 -4.005 4.084
-11.737 5.734 -2.826
-1.739 1.843 -3.446
-0.773 0.665 4.993
-0.172 2.548 -1.606
-0.245 -1.026 -1.259
1.223 -0.143 1.871
-0.206 0.162 0.362
9.698 -6.237 2.513
0.995 1.003 2.550



# 3
# C6H10NO

A gas-phase ion, C6H10NO (charge +1) (ωB97M-V with the def2-TZVPD basis set, the OMol25 dataset).

Kohn-Sham gap: 10.4379 eV
SMILES: C#C/C(=[NH+]\C)[C@@H](C)O
Net charge: +1
HOMO energy: -15.2 eV

Each line ends with the Mulliken charge.
Positions of all 18 atoms, in Å:
C  1.53030  -2.14699  1.35608  0.12
C  0.85504  -1.34033  0.75529  -0.91
C  -0.11806  -0.31144  0.30790  0.55
N  -1.37768  -0.36934  0.30846  -0.09
C  -2.29754  -1.29185  0.81277  -0.96
C  0.53077  0.99478  -0.17429  0.38
C  1.75900  1.11515  -1.22751  -1.12
O  -0.49784  1.82982  -0.60263  -0.63
H  1.94831  -3.11292  1.60509  0.40
H  -1.65462  0.63573  -0.12176  0.42
H  -2.83677  -1.84115  0.15815  0.38
H  -1.86108  -1.83399  1.59322  0.35
H  -3.04254  -0.73006  1.30850  0.39
H  0.99357  1.39472  0.77126  0.25
H  2.00600  2.19023  -1.23536  0.38
H  1.58211  0.73224  -2.27830  0.38
H  2.65071  0.54717  -0.76926  0.34
H  -0.53425  1.81081  -1.55266  0.37

Force components x, y, z for each atom (eV/Å):
-0.798 -0.366 -1.300
-1.608 0.667 0.704
4.149 -1.387 -0.188
0.183 3.733 -2.236
0.038 1.228 2.463
1.653 0.562 -0.458
0.269 -1.755 1.248
-0.817 0.373 0.824
0.265 0.685 0.350
-0.071 -2.132 0.905
-0.984 -1.950 -2.624
0.831 -1.360 0.797
-0.938 0.887 0.618
-0.629 -0.103 -0.656
-0.151 -0.540 -0.063
-0.124 0.370 1.329
-1.297 0.872 -0.895
0.030 0.215 -0.818



# 4
# C22H58HgN2O9

A molecular structure, C22H58HgN2O9 (ωB97M-V with the def2-TZVPD basis set, the OMol25 dataset).

Kohn-Sham gap: 2.9327 eV
HOMO energy: -7.2 eV

Each line ends with the Mulliken charge.
Positions of all 92 atoms, in Å:
Hg  -1.62079  -4.01269  2.10025  0.49
C  2.33256  -0.96515  -1.13638  -1.03
C  0.95948  -1.40126  -0.83643  0.15
O  0.95792  -2.60546  -0.15291  -0.54
H  3.01277  -0.66580  -0.33900  0.30
H  2.38413  -0.06613  -1.75054  0.32
H  2.78579  -1.85194  -1.57941  0.26
H  0.49528  -1.47037  -1.82023  -0.04
H  0.41017  -0.60339  -0.33665  0.26
C  -2.34458  0.82228  5.01291  -0.98
C  -3.01040  0.30391  3.77343  -0.22
O  -3.22158  -1.07386  3.66279  -0.47
H  -2.66041  1.85094  5.18669  0.36
H  -1.27443  0.99972  4.90620  0.27
H  -2.59386  0.39621  5.98472  0.31
H  -2.76244  0.68451  2.78259  0.33
H  -4.01220  0.70751  3.92042  0.21
C  -3.30901  11.46630  -2.85202  -0.78
O  -2.11706  10.66386  -2.77904  -0.27
C  -1.06388  11.38243  -2.11270  -0.61
C  0.18018  10.50446  -2.05832  -0.77
N  0.18670  9.40889  -1.15472  -0.50
C  -0.84584  8.41957  -1.44425  -0.21
C  -0.58323  7.16427  -0.56422  -0.58
O  0.60590  6.58518  -1.07027  -0.38
C  0.55284  5.70833  -2.18369  -0.72
H  -3.01015  12.36608  -3.38978  0.31
H  -3.77457  11.79550  -1.92305  0.30
H  -3.97951  10.93358  -3.52637  0.25
H  -1.45876  11.88433  -1.22937  0.37
H  -0.93262  12.14105  -2.88430  0.41
H  1.08776  11.09696  -1.94283  0.45
H  0.36089  10.04067  -3.02803  0.41
H  1.07020  8.92016  -1.18075  0.29
H  -0.93209  8.06046  -2.46978  0.21
H  -1.75584  8.89314  -1.07584  0.26
H  -1.32410  6.37142  -0.66716  0.38
H  -0.33383  7.37712  0.47530  0.31
H  0.45291  4.66817  -1.87353  0.27
H  1.53923  5.73246  -2.64687  0.26
H  -0.15027  5.95517  -2.97918  0.32
C  0.85439  -4.17014  4.68610  -0.83
O  -0.36872  -4.87211  4.35216  -0.15
C  -0.67348  -5.80753  5.42814  -0.75
C  -2.22199  -5.67119  5.53868  -0.78
N  -2.94216  -6.13177  4.31796  -0.18
C  -4.34934  -6.10172  4.60204  -0.84
C  -4.84578  -7.52208  4.28224  -0.38
O  -3.78930  -8.45079  3.85348  -0.46
C  -4.29389  -9.54632  3.11325  -0.79
H  0.85138  -3.57779  5.60110  0.32
H  0.97446  -3.38816  3.93631  0.23
H  1.70833  -4.84378  4.61477  0.33
H  -0.23673  -5.51268  6.38229  0.43
H  -0.33329  -6.77298  5.05361  0.31
H  -2.44872  -4.63881  5.80490  0.39
H  -2.62277  -6.21592  6.39352  0.54
H  -2.86877  -7.12827  4.17069  0.40
H  -4.93675  -5.45267  3.95258  0.31
H  -4.71563  -5.60706  5.50163  0.39
H  -5.51279  -7.42744  3.42536  0.36
H  -5.49974  -7.82902  5.09847  0.31
H  -4.42170  -9.24860  2.07252  0.33
H  -5.27262  -9.89840  3.43920  0.32
H  -3.52477  -10.31836  3.13574  0.25
C  6.58659  -5.33303  -0.65249  -1.05
C  5.40199  -4.99562  0.39482  -0.18
O  4.21836  -5.61227  -0.19402  -0.52
H  7.34868  -4.67705  -0.23177  0.33
H  6.41160  -5.01030  -1.67881  0.30
H  6.95588  -6.35849  -0.64021  0.29
H  5.17664  -3.93005  0.35148  0.30
H  5.72001  -5.47624  1.32001  0.23
H  3.45922  -5.10637  0.10495  0.29
C  5.64415  2.18251  -4.04102  -0.79
C  7.05631  2.01382  -4.54197  -0.33
O  8.00228  2.70306  -3.75855  -0.51
H  5.41610  3.11822  -4.55144  0.22
H  5.83204  2.14647  -2.96795  0.25
H  4.95260  1.40892  -4.37482  0.29
H  7.14035  2.44042  -5.54150  0.23
H  7.26423  0.94823  -4.63885  0.32
H  8.80230  2.17333  -3.78959  0.31
C  -2.87693  -2.93009  -6.59395  -1.05
C  -2.15582  -2.85207  -5.24444  -0.15
O  -0.80666  -2.39464  -5.54852  -0.53
H  -2.36690  -3.52419  -7.35225  0.30
H  -3.13388  -1.94259  -6.97726  0.28
H  -3.80659  -3.46437  -6.39809  0.33
H  -1.97977  -3.74004  -4.63729  0.30
H  -2.68930  -2.09552  -4.66902  0.24
H  -0.38629  -2.14742  -4.72162  0.27

Force components x, y, z for each atom (eV/Å):
0.074 0.609 0.127
2.417 0.361 0.049
-1.295 -0.979 0.422
-0.374 0.638 0.114
-0.427 -0.367 0.764
-0.355 -0.284 -0.682
0.398 0.384 -0.543
-0.550 -0.309 -0.317
-0.233 0.212 0.656
1.207 1.691 0.334
-1.046 -2.568 0.276
0.513 0.988 0.095
-0.360 0.341 -0.325
0.299 -0.721 0.127
0.045 -0.863 -0.465
0.679 0.526 0.047
-1.102 0.028 -0.378
1.271 -0.217 -1.359
-1.293 -0.315 1.300
-0.517 -0.198 -1.978
0.541 0.189 -0.883
-0.315 -1.011 1.173
-0.508 -0.440 2.539
0.587 -0.067 -1.552
1.303 -0.385 -0.275
0.727 0.015 0.182
-0.196 0.477 -0.079
0.121 -0.523 0.324
-0.225 -0.049 0.430
0.425 -0.396 0.525
1.013 0.795 0.407
-0.163 0.353 0.523
-0.564 0.536 -0.955
0.287 0.172 -0.053
-0.033 0.387 -0.341
-0.429 -0.320 -0.608
-0.735 0.420 0.300
-0.458 0.260 -0.028
-0.543 -0.096 0.172
0.089 0.231 -0.012
-0.384 0.180 0.249
-0.336 0.464 -1.486
1.611 0.546 1.824
-2.188 0.843 -1.523
0.744 -1.215 -0.112
0.721 1.936 1.273
-1.233 0.345 -1.537
-1.272 -0.237 -0.767
-1.524 0.633 1.575
0.225 0.233 -0.604
-0.400 -0.604 0.511
0.084 -0.202 -0.374
0.043 -0.018 0.272
0.267 -0.051 -0.165
-0.091 -0.263 0.534
0.022 0.224 -0.635
0.254 -0.454 0.337
1.819 0.106 -0.065
0.407 0.207 -0.892
0.745 -0.948 1.079
-0.073 -0.128 -0.155
0.447 -0.989 0.197
-0.014 0.093 -0.222
0.172 -0.147 0.448
-0.264 -0.104 0.176
-0.657 1.427 1.778
0.251 -1.754 -3.850
0.431 0.011 0.862
0.694 -0.160 -0.338
-0.400 -0.034 0.181
-0.363 0.011 0.202
0.675 0.069 0.774
-0.465 0.521 0.366
-0.225 -0.041 0.009
1.143 0.402 -0.404
0.109 -0.983 -1.684
0.118 -0.195 0.694
-1.035 0.350 1.196
-1.061 0.590 0.173
0.216 -0.022 0.045
-0.114 -0.217 -0.370
0.474 -0.145 0.214
0.144 0.217 0.139
-0.424 -1.067 0.838
1.409 1.024 -1.031
-0.505 0.251 0.065
0.316 0.200 0.132
0.266 -0.039 0.077
-0.314 0.075 -0.150
-0.899 -0.422 -0.349
0.051 -0.029 0.361
0.111 0.006 0.077



| no. | maximum force (eV Å⁻¹) |
| --- | --- |
| 1 | 5.225 |
| 2 | 13.364 |
| 3 | 4.378 |
| 4 | 4.238 |